DFT (ωB97M-V/def2-TZVPD) results for C50H52BrI2N8O4SiTi as an isolated structure.

CARTESIAN COORDINATES (ANGSTROEM)
1 Ti -0.24453 1.26756 0.18677
2 N -1.16434 1.89580 3.20809
3 C -2.03208 3.09033 3.27678
4 C -1.57701 4.14229 2.25340
5 C -1.26095 3.39228 1.00553
6 O -2.11206 2.93647 0.24670
7 O 0.00254 3.04715 0.82598
8 H -1.48479 1.19699 3.86676
9 H -0.21662 2.12451 3.48538
10 H -2.06806 3.54131 4.26428
11 H -3.04013 2.77289 3.01883
12 H -0.68192 4.66150 2.59322
13 H -2.37845 4.85620 2.08170
14 C -0.10168 1.86455 -1.80696
15 Si 0.87622 1.12269 -3.22275
16 C 2.56466 0.82179 -2.46367
17 N 2.60714 0.09493 -1.18590
18 C 2.41005 -1.36896 -1.40395
19 C 3.36814 -2.22717 -0.58531
20 C 4.82989 -1.92036 -0.94264
21 C 5.06485 -0.39553 -1.07715
22 C 3.88539 0.36226 -0.48298
23 C 0.05102 -0.26926 -4.14816
24 C -1.24934 -0.07924 -4.63834
25 C -1.86178 -1.01429 -5.46487
26 C -1.18324 -2.17781 -5.80993
27 C 0.11858 -2.37265 -5.36656
28 C 0.73348 -1.41915 -4.55788
29 C 1.20216 2.43076 -4.51720
30 C 1.82480 3.63125 -4.15221
31 C 2.12711 4.61584 -5.08276
32 C 1.79964 4.41558 -6.41954
33 C 1.17521 3.23784 -6.80896
34 C 0.88077 2.25501 -5.86738
35 H -1.13700 2.10048 -2.07482
36 H 0.38856 2.83433 -1.65448
37 H 2.89161 1.85031 -2.26198
38 H 3.27684 0.41723 -3.20124
39 H 2.59183 -1.60301 -2.45742
40 H 1.37464 -1.63502 -1.19540
41 H 3.14415 -3.27592 -0.79577
42 H 3.19486 -2.08611 0.48350
43 H 5.07744 -2.41953 -1.88232
44 H 5.48881 -2.34495 -0.18273
45 H 5.18922 -0.11549 -2.12628
46 H 5.98126 -0.08889 -0.56824
47 H 4.05309 1.44049 -0.49381
48 H 3.78348 0.06884 0.56273
49 H -1.77402 0.85473 -4.41697
50 H -2.85834 -0.83433 -5.86151
51 H -1.66104 -2.91533 -6.44446
52 H 0.66564 -3.25932 -5.66534
53 H 1.77055 -1.57048 -4.27221
54 H 2.08422 3.80589 -3.11171
55 H 2.61527 5.53350 -4.76942
56 H 2.03431 5.17639 -7.15542
57 H 0.91315 3.08163 -7.85045
58 H 0.40105 1.33852 -6.19741
59 Br -0.80973 3.04853 7.02030
60 C 0.38386 1.61976 6.72362
61 C -0.09873 0.43161 6.19509
62 C 0.78634 -0.60348 5.92717
63 C 2.14105 -0.45182 6.20855
64 C 2.59224 0.70608 6.81830
65 C 1.72004 1.76293 7.05328
66 N 3.12121 -1.50991 6.00265
67 N 3.11113 -2.15945 4.93717
68 C 2.30149 -1.69375 3.82711
69 C 1.47067 -2.59417 3.23194
70 C 0.62284 -2.23952 2.15518
71 C 0.67587 -0.97843 1.66459
72 O -0.04139 -0.50485 0.62734
73 C 1.55810 -0.05102 2.23519
74 N 1.51058 1.18541 1.65870
75 C 2.32327 2.11632 2.09186
76 C 3.27442 1.85785 3.09759
77 C 3.32280 0.62431 3.68350
78 C 2.40697 -0.38037 3.28638
79 H -1.15950 0.31551 6.00276
80 H 0.41766 -1.53854 5.52604
81 H 3.64192 0.78333 7.08794
82 H 2.07465 2.68172 7.50395
83 H 1.44132 -3.60220 3.63509
84 H -0.04418 -2.96884 1.70744
85 H 2.23692 3.09544 1.63180
86 H 3.95996 2.64308 3.38878
87 H 4.07229 0.41391 4.43609
88 I 2.74374 4.91180 -0.85453
89 I 3.53584 5.90383 1.47896
90 C -2.68513 -4.39287 2.63672
91 C -3.42523 -4.06571 1.35881
92 C -4.81432 -4.07263 1.29824
93 C -5.49008 -3.73201 0.12956
94 C -4.78219 -3.39667 -1.01455
95 N -5.49716 -3.01522 -2.18905
96 C -5.10616 -2.13417 -3.17148
97 O -5.52421 -2.18546 -4.31148
98 N -4.16450 -1.17822 -2.80530
99 C -3.86921 -0.64813 -1.54637
100 C -4.76924 -0.61911 -0.49582
101 C -4.34452 -0.14771 0.73187
102 C -3.06063 0.32258 0.87192
103 N -2.20242 0.35242 -0.15996
104 C -2.60124 -0.13220 -1.33562
105 C -3.39166 -3.43283 -0.98617
106 C -2.73015 -3.74775 0.19157
107 H -3.37242 -4.67556 3.43407
108 H -2.10584 -3.53297 2.98545
109 H -1.98603 -5.21887 2.48802
110 H -5.38623 -4.33888 2.18234
111 H -6.57696 -3.72332 0.10913
112 H -6.28695 -3.57616 -2.46063
113 H -3.65031 -0.82819 -3.59075
114 H -5.78453 -0.97424 -0.63513
115 H -5.01500 -0.14061 1.58154
116 H -2.68724 0.67297 1.81855
117 H -1.87031 -0.16541 -2.12737
118 H -2.82580 -3.21650 -1.88741
119 H -1.64220 -3.76894 0.19437

Atomic forces in eV per Å
Ti -0.4 0.4 -0.8
N -0.2 0.1 -0.2
C 0.1 -0.2 -0.2
C 0.1 0.0 0.1
C 0.5 0.1 -0.2
O 0.2 -0.2 0.1
O -0.4 0.9 0.5
H 0.0 0.0 0.1
H 0.1 0.1 0.1
H 0.0 0.0 0.2
H -0.1 0.0 0.0
H 0.0 0.0 0.0
H 0.0 0.0 0.0
C 0.0 -0.5 0.1
Si 0.1 0.0 0.2
C 0.2 -0.2 0.2
N 0.1 -0.1 0.0
C 0.2 0.3 0.1
C 0.0 0.0 -0.1
C -0.1 0.1 0.0
C 0.0 -0.1 0.0
C -0.2 -0.1 -0.1
C -0.1 -0.3 -0.1
C -0.1 0.1 0.0
C 0.0 0.0 0.0
C 0.1 0.0 0.0
C 0.0 0.1 0.0
C -0.1 -0.1 0.0
C 0.0 0.3 -0.2
C -0.1 0.0 -0.3
C 0.0 -0.1 0.0
C 0.0 0.0 0.0
C 0.0 0.0 0.0
C 0.1 0.1 0.0
H 0.0 0.0 0.1
H 0.0 0.1 0.1
H 0.1 0.0 -0.1
H 0.0 0.0 0.0
H 0.0 0.0 0.0
H -0.2 0.0 0.0
H 0.0 0.0 0.1
H 0.0 0.0 0.0
H 0.0 0.0 0.0
H 0.0 0.0 0.0
H 0.0 0.0 0.0
H 0.0 0.0 0.0
H 0.0 0.0 0.0
H -0.1 0.0 0.1
H 0.1 -0.2 0.0
H 0.1 0.0 0.1
H 0.0 0.0 0.0
H 0.0 0.0 0.0
H -0.2 0.0 0.0
H 0.0 -0.1 -0.1
H -0.1 -0.1 0.0
H 0.0 0.0 0.1
H 0.0 0.0 0.1
H 0.1 0.1 0.0
Br -0.1 0.1 0.0
C 0.1 -0.1 0.0
C 0.1 -0.2 -0.1
C -0.2 -0.1 0.2
C 0.3 -0.1 0.1
C 0.1 0.2 0.1
C 0.2 0.0 0.0
N -0.8 -0.3 -0.5
N 0.1 1.0 0.2
C 0.2 -0.3 0.1
C -0.2 -0.3 -0.1
C 0.0 -0.7 0.1
C -0.3 0.4 -0.7
O 0.4 -1.0 0.5
C 0.2 0.6 -0.2
N -0.2 -0.3 -0.1
C 0.1 0.1 -0.1
C 0.0 0.1 0.0
C 0.1 0.0 0.1
C 0.5 0.1 0.2
H 0.1 0.0 0.1
H 0.0 0.1 0.0
H -0.1 0.0 0.0
H 0.0 -0.1 0.0
H 0.0 0.1 -0.1
H 0.1 0.1 0.1
H 0.0 -0.1 0.1
H 0.0 0.0 0.0
H -0.1 0.0 0.0
I 0.1 0.1 0.1
I 0.0 0.0 0.0
C -0.1 0.0 -0.1
C 0.0 0.0 0.1
C -0.1 0.0 0.0
C -0.1 -0.1 0.1
C -0.1 -0.1 -0.3
N 0.1 0.1 0.2
C 0.1 -0.2 -0.1
O 0.1 0.0 0.4
N -0.1 0.1 0.3
C -0.1 -0.1 -0.4
C -0.4 0.1 0.1
C -0.2 -0.1 0.0
C 0.3 -0.1 -0.2
N -0.7 0.2 -0.1
C 0.3 0.0 0.3
C 0.2 -0.2 0.0
C 0.0 0.0 -0.1
H 0.0 0.0 0.0
H 0.0 0.0 0.0
H 0.0 0.0 0.0
H 0.0 0.0 -0.1
H 0.1 0.0 0.0
H 0.0 -0.1 0.0
H 0.1 0.2 -0.2
H 0.1 0.1 0.0
H 0.0 0.0 0.0
H 0.1 0.1 0.1
H 0.1 0.1 -0.1
H -0.1 0.0 0.1
H -0.1 0.0 0.0

Output
charge: +1
spin multiplicity: 1
energy relative to the best compared isomer or geometry (same formula, charge and spin): 1.007 eV
E_LUMO: -3.84 eV
electronic energy: -6983.856526 hartree
gap between HOMO and LUMO: 6.792 eV

These are the Mulliken partial charges, in e, on atoms 1 to 99:
1. Ti 0.19
2. N -0.26
3. C -0.56
4. C -0.98
5. C 0.72
6. O -0.62
7. O -0.09
8. H 0.16
9. H -0.03
10. H 0.26
11. H 0.38
12. H 0.31
13. H 0.52
14. C -0.53
15. Si -0.49
16. C -1.13
17. N 0.60
18. C 0.13
19. C -0.59
20. C -0.91
21. C -0.95
22. C -0.73
23. C 1.25
24. C -0.24
25. C -0.64
26. C -0.80
27. C -0.86
28. C -0.52
29. C 0.69
30. C 0.69
31. C -0.68
32. C -0.54
33. C -0.74
34. C -0.31
35. H 1.03
36. H 0.39
37. H 0.67
38. H 0.56
39. H 0.12
40. H -0.22
41. H 0.63
42. H -0.21
43. H 0.36
44. H 0.42
45. H 0.27
46. H 0.48
47. H 0.65
48. H 0.08
49. H 0.49
50. H 0.61
51. H 0.42
52. H 0.45
53. H 0.36
54. H -1.40
55. H 0.46
56. H 0.39
57. H 0.42
58. H 0.24
59. Br -0.14
60. C 0.12
61. C -0.44
62. C -0.02
63. C -0.27
64. C -0.28
65. C -0.64
66. N -0.55
67. N -0.46
68. C -0.10
69. C -1.10
70. C -0.57
71. C -0.48
72. O 0.11
73. C -0.09
74. N 2.02
75. C -0.07
76. C -1.50
77. C -0.69
78. C 1.45
79. H 0.69
80. H 0.57
81. H 0.47
82. H 0.46
83. H 0.47
84. H 0.65
85. H -0.33
86. H 0.47
87. H 0.79
88. I 0.35
89. I -0.11
90. C -1.29
91. C 0.94
92. C -1.00
93. C -0.34
94. C -0.44
95. N -0.06
96. C 0.23
97. O -0.66
98. N 0.10
99. C -0.06



DFT (ωB97M-V/def2-TZVPD) results for C50H52Cl2FI2N5O8 as an isolated structure.

CARTESIAN COORDINATES (ANGSTROEM)
1 C 2.29280 2.43995 4.82192
2 C 2.07446 1.27718 4.21376
3 C 2.93966 0.80778 3.07286
4 C 2.14899 0.15725 1.94907
5 C 1.21983 0.90206 1.19206
6 C 0.96636 2.37140 1.44459
7 C 2.10989 3.33894 1.09891
8 C 2.42659 3.44087 -0.39901
9 C 3.24702 2.25242 -0.92359
10 C 0.49682 0.21517 0.20652
11 C 0.69540 -1.14976 -0.03979
12 C 1.63017 -1.89181 0.68412
13 N 1.82570 -3.25701 0.42137
14 C 2.34635 -1.21314 1.69229
15 C 3.31277 -2.02820 2.47147
16 I 5.17551 -2.39455 1.55492
17 C 2.99853 -2.52221 3.66466
18 C 1.68574 -2.34176 4.34069
19 I 4.33452 -3.66522 4.83410
20 C -0.15099 -1.78542 -1.09353
21 O 0.25833 -2.60857 -1.86993
22 C -1.55456 -1.28467 -1.12823
23 C -2.64550 -2.09989 -1.41079
24 N -2.47009 -3.48278 -1.72232
25 C -3.95568 -1.57909 -1.38384
26 C -5.03556 -2.60138 -1.69449
27 C -5.34417 -3.52482 -0.50665
28 F -6.19095 -2.04462 -2.21944
29 C -4.16505 -0.22162 -1.07269
30 C -5.57288 0.33837 -0.99701
31 C -6.50548 -0.33824 0.02332
32 C -6.48834 0.17736 1.44830
33 Cl -5.15524 -0.55279 2.40251
34 C -3.05552 0.62519 -0.85498
35 C -3.17956 2.11564 -0.62962
36 Cl -4.07741 2.50678 0.88748
37 C -3.73176 2.84808 -1.88335
38 C -4.63872 4.03694 -1.63037
39 C -1.76479 0.07513 -0.87730
40 C -0.52058 0.86940 -0.67016
41 O -0.31144 1.92789 -1.20397
42 H 2.89021 3.16332 4.28347
43 H 1.94275 2.66286 5.81495
44 H 1.24058 0.66123 4.52019
45 H 3.55623 1.62751 2.72522
46 H 3.61627 0.08586 3.51683
47 H 0.73764 2.50675 2.49857
48 H 0.08834 2.71074 0.91317
49 H 1.76420 4.32872 1.40473
50 H 3.00967 3.15527 1.67468
51 H 1.47462 3.53392 -0.90910
52 H 2.99044 4.36175 -0.53721
53 H 3.64811 1.64175 -0.12028
54 H 2.59926 1.60076 -1.51089
55 H 4.03901 2.57277 -1.59266
56 H 2.68669 -3.61038 0.80824
57 H 1.04424 -3.83374 0.69442
58 H 1.80652 -1.76136 5.25339
59 H 0.95582 -1.83916 3.71296
60 H 1.26433 -3.29681 4.64480
61 H -2.55909 -3.61266 -2.72196
62 H -1.57304 -3.82254 -1.41787
63 H -4.63973 -3.23995 -2.47568
64 H -6.40818 -3.71786 -0.42756
65 H -4.96199 -3.09003 0.41355
66 H -4.79147 -4.44540 -0.64800
67 H -6.02750 0.15888 -1.96670
68 H -5.57935 1.41035 -0.85922
69 H -7.53726 -0.29830 -0.31741
70 H -6.25143 -1.38708 0.08476
71 H -7.39115 -0.16110 1.94503
72 H -6.45487 1.25618 1.52552
73 H -2.21069 2.53256 -0.43963
74 H -2.86340 3.12806 -2.47401
75 H -4.26213 2.11032 -2.48116
76 H -4.21543 4.74389 -0.92536
77 H -5.64258 3.74512 -1.34457
78 H -4.74598 4.57707 -2.57204
79 C 6.07868 -5.68743 -4.35172
80 C 6.87656 -5.87758 -3.23114
81 C 7.27902 -4.79050 -2.47239
82 C 6.86953 -3.52574 -2.85143
83 C 6.07992 -3.31520 -3.96630
84 C 5.68409 -4.40803 -4.72014
85 N 7.27566 -2.36950 -2.03691
86 O 7.98156 -2.58066 -1.06917
87 O 6.87533 -1.27519 -2.37307
88 H 5.76233 -6.53922 -4.93918
89 H 7.18392 -6.87419 -2.94616
90 H 7.89937 -4.93058 -1.59989
91 H 5.77431 -2.31782 -4.24464
92 H 5.06451 -4.26131 -5.59391
93 C 0.42003 -2.04783 -4.96390
94 C -0.41590 -3.14555 -5.11551
95 C -1.04898 -3.37640 -6.32635
96 C -0.82841 -2.49800 -7.37181
97 C -0.00347 -1.39646 -7.23961
98 C 0.62362 -1.17328 -6.02349
99 N -1.48326 -2.74970 -8.66550
100 O -2.21837 -3.71335 -8.74662
101 O -1.24912 -1.98032 -9.57521
102 H 0.91399 -1.87957 -4.01774
103 H -0.56763 -3.82242 -4.28568
104 H -1.70022 -4.22860 -6.45196
105 H 0.15111 -0.72187 -8.06837
106 H 1.27288 -0.31701 -5.90292
107 C -2.32791 6.42356 7.25297
108 C -1.91720 5.34939 8.03122
109 C -0.60710 4.90404 7.96441
110 C 0.27323 5.54943 7.11606
111 C -0.11748 6.61697 6.32937
112 C -1.43016 7.05365 6.40121
113 N 1.66932 5.09203 7.05432
114 O 1.98175 4.13570 7.73704
115 O 2.42860 5.69277 6.32304
116 H -3.35085 6.77122 7.31084
117 H -2.61769 4.85891 8.69268
118 H -0.28069 4.06905 8.56600
119 H 0.58652 7.10310 5.67080
120 H -1.75227 7.88791 5.79373

Atomic forces in eV per Å
C 0.1 -0.4 -0.4
C 0.0 0.7 0.0
C -1.0 -0.2 -0.1
C 0.3 -0.2 -0.1
C -0.1 -0.2 -0.4
C 0.5 0.0 0.4
C -0.5 0.4 -0.4
C 0.5 -0.2 0.7
C -0.7 0.0 -0.4
C 0.3 -0.3 0.4
C 0.0 -0.1 0.1
C 0.0 0.5 0.0
N 0.1 0.2 0.1
C 0.0 0.1 -0.5
C 0.2 0.0 0.3
I -0.1 0.3 -0.1
C 0.4 -0.3 0.0
C -0.4 0.1 0.2
I -0.2 0.1 -0.1
C -0.2 0.6 0.3
O 0.2 -0.7 -0.4
C -0.5 0.3 0.2
C 0.0 -0.2 -0.2
N -0.5 0.3 0.3
C 0.3 0.4 0.1
C 0.4 -0.5 0.2
C 0.5 0.3 0.0
F -0.2 0.2 0.0
C 0.1 0.0 0.1
C -0.3 -0.3 -0.2
C 0.4 0.0 0.2
C -0.4 -0.3 0.0
Cl 0.2 0.2 0.0
C 0.6 -0.2 0.0
C -0.3 0.2 -0.5
Cl 0.0 0.0 0.2
C -0.2 -0.6 0.4
C 0.2 0.3 -0.8
C -0.6 -0.1 0.1
C 0.2 -0.4 0.4
O -0.1 0.6 -0.4
H 0.6 0.1 0.5
H -0.5 0.3 -0.1
H 0.3 -0.6 0.4
H 0.1 0.1 -0.1
H 0.2 -0.2 -0.1
H 0.0 -0.1 0.2
H -0.1 -0.1 -0.2
H 0.0 0.0 0.2
H 0.2 -0.1 0.0
H 0.0 0.1 -0.3
H 0.0 0.1 -0.1
H 0.3 0.0 0.1
H 0.0 -0.2 0.0
H 0.2 0.0 0.1
H -0.1 -0.1 0.2
H 0.0 -0.1 -0.2
H 0.0 0.1 0.1
H 0.0 0.1 -0.2
H 0.0 -0.2 0.0
H 0.1 -0.2 0.0
H 0.2 0.0 -0.3
H -0.1 0.0 -0.3
H -0.1 0.0 0.0
H -0.2 0.1 0.2
H -0.1 -0.2 0.0
H 0.0 0.1 -0.2
H 0.1 0.1 0.2
H -0.1 0.2 -0.2
H -0.2 -0.2 0.0
H -0.1 0.0 0.1
H 0.3 0.1 0.0
H 0.2 0.0 0.2
H 0.2 0.1 0.0
H -0.1 0.0 -0.2
H -0.1 0.0 0.3
H -0.1 -0.1 0.4
H 0.0 0.1 -0.1
C 0.0 0.0 0.0
C -0.1 0.0 -0.1
C 0.1 -0.2 0.1
C 0.0 -0.1 -0.1
C -0.1 0.1 -0.1
C 0.0 -0.1 0.1
N 0.0 0.1 0.1
O 0.0 0.0 0.0
O 0.0 0.0 0.0
H 0.0 0.0 0.0
H 0.0 0.0 0.0
H 0.0 0.1 0.0
H 0.1 0.0 0.1
H 0.0 0.0 0.0
C 0.1 0.1 0.0
C 0.0 0.1 0.0
C -0.1 -0.2 0.1
C 0.1 0.0 0.1
C 0.1 0.2 0.0
C -0.1 -0.1 0.0
N 0.0 0.0 0.0
O 0.0 0.0 0.0
O 0.0 0.0 0.0
H 0.0 0.0 0.0
H 0.0 0.0 0.0
H 0.0 0.0 -0.1
H -0.1 -0.1 -0.1
H 0.0 0.0 0.0
C 0.0 0.0 0.0
C 0.0 0.1 -0.1
C -0.1 -0.1 0.1
C -0.2 0.1 0.0
C 0.0 0.2 -0.1
C -0.1 -0.1 0.1
N 0.1 0.0 0.0
O 0.0 0.0 0.0
O 0.0 0.0 0.0
H 0.0 0.0 0.0
H 0.0 0.0 0.0
H 0.1 0.0 0.0
H 0.1 -0.1 0.0
H 0.0 0.0 0.0

Output
charge: 0
spin multiplicity: 1
E_LUMO: -0.77 eV
electronic energy: -4427.541467 hartree
gap between HOMO and LUMO: 7.884 eV

These are the Mulliken partial charges, in e, on atoms 1 to 99:
1. C -0.95
2. C -0.13
3. C -1.45
4. C 0.52
5. C 0.73
6. C -1.02
7. C -0.85
8. C -0.51
9. C -0.80
10. C 0.89
11. C 0.66
12. C 0.05
13. N -0.23
14. C 1.51
15. C -2.35
16. I 0.36
17. C 0.15
18. C -1.57
19. I 0.08
20. C -0.96
21. O -0.72
22. C 1.02
23. C -0.01
24. N -0.45
25. C 0.62
26. C 0.07
27. C -1.50
28. F -0.39
29. C 1.01
30. C -0.81
31. C -0.40
32. C -0.83
33. Cl -0.20
34. C -0.17
35. C -0.12
36. Cl -0.19
37. C -0.45
38. C -1.39
39. C -0.10
40. C -0.91
41. O -0.53
42. H 0.26
43. H 0.29
44. H 0.31
45. H 0.51
46. H 0.66
47. H 0.59
48. H 0.17
49. H 0.51
50. H 0.28
51. H 0.07
52. H 0.56
53. H 0.12
54. H 0.11
55. H 0.40
56. H 0.27
57. H 0.17
58. H 0.42
59. H 0.28
60. H 0.51
61. H 0.14
62. H 0.35
63. H 0.59
64. H 0.45
65. H 0.35
66. H 0.33
67. H 0.47
68. H 0.08
69. H 0.49
70. H 0.01
71. H 0.46
72. H 0.33
73. H 0.03
74. H 0.47
75. H 0.25
76. H 0.33
77. H 0.29
78. H 0.41
79. C -0.44
80. C -0.41
81. C -0.38
82. C 0.14
83. C -0.41
84. C -0.44
85. N 1.07
86. O -0.60
87. O -0.61
88. H 0.38
89. H 0.38
90. H 0.45
91. H 0.47
92. H 0.40
93. C -0.52
94. C -0.33
95. C -0.40
96. C 0.00
97. C -0.26
98. C -0.72
99. N 1.03